Record 1
DFT (ωB97M-V/def2-TZVPD) results for C23H28MnN3O4PS2SiTe as an isolated structure.

Last column: Mulliken spin population.
Atoms and positions in Å:
Mn: -0.336 -0.183 0.313  4.000
S: -2.231 -0.845 -0.864  -0.120
C: -2.098 -2.576 -0.944  0.016
C: -3.111 -3.273 -1.678  0.007
N: -3.931 -3.821 -2.271  -0.001
C: -1.093 -3.254 -0.341  0.016
S: 0.139 -2.423 0.572  -0.086
C: -0.981 -4.677 -0.418  0.007
N: -0.853 -5.821 -0.462  -0.001
C: 1.565 2.152 3.340  0.008
Si: 1.537 0.352 2.819  -0.003
C: 3.055 -0.486 3.568  0.002
C: 0.085 -0.536 3.603  0.030
N: 1.424 0.200 1.083  -0.084
C: 2.468 0.344 0.192  0.003
C: 3.805 0.598 0.528  0.011
C: 4.796 0.730 -0.435  -0.009
C: 4.498 0.632 -1.783  0.016
C: 3.177 0.418 -2.163  -0.017
C: 2.212 0.286 -1.192  0.005
O: 0.862 0.139 -1.505  0.114
C: 0.481 -0.307 -2.769  -0.001
C: -0.265 0.543 -3.560  -0.013
C: -0.717 0.073 -4.785  -0.002
C: -0.421 -1.219 -5.193  0.001
C: 0.324 -2.057 -4.373  0.000
C: 0.782 -1.605 -3.145  0.009
H: 1.470 2.257 4.423  0.000
H: 0.764 2.711 2.856  -0.003
H: 2.514 2.606 3.041  0.001
H: 2.812 -0.702 4.613  0.000
H: 3.959 0.121 3.566  0.000
H: 3.279 -1.435 3.079  0.000
H: -0.088 -0.146 4.610  0.002
H: 0.318 -1.600 3.686  0.003
H: -0.854 -0.452 3.056  -0.009
H: 4.078 0.697 1.566  0.002
H: 5.814 0.914 -0.114  -0.001
H: 5.270 0.730 -2.534  0.001
H: 2.901 0.364 -3.207  -0.001
H: -0.516 1.531 -3.197  -0.004
H: -1.320 0.716 -5.412  0.000
H: -0.788 -1.583 -6.144  0.000
H: 0.535 -3.073 -4.679  0.000
H: 1.338 -2.242 -2.470  0.000
C: 0.384 5.623 1.706  0.000
C: -0.883 4.968 1.208  0.001
O: -0.716 3.553 1.320  0.004
P: -1.940 2.548 1.024  0.023
O: -1.311 1.189 1.299  0.065
Te: -2.944 2.989 -1.027  0.004
O: -2.960 2.814 2.228  -0.001
C: -2.656 2.295 3.537  0.003
C: -3.437 1.025 3.781  -0.002
H: 0.299 6.707 1.620  0.000
H: 1.240 5.295 1.116  0.000
H: 0.573 5.370 2.749  0.000
H: -1.085 5.214 0.163  0.000
H: -1.751 5.277 1.799  0.000
H: -2.942 3.078 4.242  0.001
H: -1.580 2.129 3.633  0.000
H: -4.500 1.206 3.620  0.000
H: -3.294 0.680 4.807  0.000
H: -3.115 0.236 3.102  0.000

Calculated values
LUMO level (alpha / beta) ... 1.47 / 2.39 eV
Energy relative to the best compared isomer or geometry (same formula, charge and spin) ... 3.0 kcal/mol
Spin multiplicity ... 5
Net charge ... -1
Orbital gap (alpha / beta) ... 0.24030 / 0.27431 Ha

=====

Record 2
DFT (ωB97M-V/def2-TZVPD) results for a 14-piece molecular cluster, C21H70O23 overall in a non-equilibrium geometry.

Last column: Löwdin charge in e.
Atoms and positions in Å:
O: 2.057 -2.508 0.939  -0.063
H: 2.655 -1.756 0.836  0.011
H: 2.634 -3.257 1.137  0.065
O: 0.461 5.073 0.354  -0.051
H: 0.986 5.194 -0.444  0.012
H: 0.435 4.116 0.486  0.022
O: -1.708 2.614 4.355  -0.037
H: -0.822 2.715 3.976  0.007
H: -1.657 1.856 4.950  0.056
O: -2.822 0.452 -3.049  -0.036
H: -1.981 0.475 -3.519  0.035
H: -2.604 0.666 -2.138  -0.039
C: -3.486 -3.565 -2.040  -0.208
C: -3.418 -2.263 -1.299  -0.230
O: -3.557 -2.427 0.134  -0.062
O: -3.426 -3.321 -3.455  -0.079
H: -4.445 -4.069 -1.872  0.125
H: -2.697 -4.264 -1.775  0.106
H: -4.001 -1.460 -1.773  0.117
H: -2.451 -1.742 -1.344  0.086
H: -2.734 -2.099 0.491  0.044
H: -4.191 -2.778 -3.677  0.095
C: -3.055 2.712 0.970  -0.210
C: -2.192 2.839 -0.284  -0.229
O: -2.855 2.313 -1.423  -0.064
O: -2.575 3.655 1.918  -0.063
H: -3.086 1.678 1.319  0.124
H: -4.051 3.053 0.664  0.121
H: -1.254 2.323 -0.029  0.068
H: -1.904 3.853 -0.551  0.117
H: -2.941 1.357 -1.358  0.031
H: -2.457 3.191 2.760  0.029
C: 1.268 -2.915 -3.402  -0.222
C: -0.210 -2.608 -3.169  -0.246
O: -0.848 -2.023 -4.297  -0.070
O: 1.301 -3.913 -4.414  -0.059
H: 1.712 -3.287 -2.479  0.111
H: 1.837 -2.029 -3.686  0.091
H: -0.477 -1.937 -2.344  0.092
H: -0.624 -3.612 -3.016  0.117
H: -1.779 -2.280 -4.320  0.065
H: 0.549 -3.789 -5.003  0.081
C: 0.117 -0.232 -0.200  -0.206
C: 0.171 0.536 1.122  -0.223
O: 0.188 1.922 0.879  -0.097
O: -1.034 0.103 -0.951  -0.076
H: 0.092 -1.277 0.114  0.101
H: 1.047 -0.010 -0.725  0.104
H: 1.023 0.180 1.715  0.105
H: -0.752 0.289 1.673  0.126
H: 0.532 2.344 1.685  0.058
H: -0.947 1.030 -1.225  0.066
C: -0.081 -5.301 -0.130  -0.215
C: 0.500 -5.893 1.152  -0.269
O: -0.050 -5.643 2.420  -0.050
O: -0.285 -3.890 0.032  -0.109
H: -1.108 -5.623 -0.329  0.118
H: 0.525 -5.520 -1.013  0.122
H: 1.583 -5.695 1.197  0.112
H: 0.441 -6.970 0.918  0.119
H: -0.691 -4.924 2.282  0.082
H: 0.529 -3.473 0.362  0.028
C: 5.045 -0.908 -0.123  -0.190
C: 4.672 0.116 0.976  -0.224
O: 3.382 0.686 0.830  -0.087
O: 3.971 -1.798 -0.377  -0.087
H: 5.902 -1.473 0.230  0.127
H: 5.210 -0.283 -1.007  0.124
H: 5.422 0.914 1.032  0.128
H: 4.611 -0.338 1.971  0.125
H: 3.391 1.310 0.093  0.107
H: 3.369 -1.394 -1.008  0.090
C: -0.060 5.532 -2.286  -0.219
C: -0.665 4.301 -2.944  -0.224
O: -0.159 4.232 -4.281  -0.005
O: -0.601 6.745 -2.855  -0.048
H: 1.031 5.574 -2.212  0.125
H: -0.349 5.543 -1.224  0.084
H: -1.744 4.221 -2.842  0.152
H: -0.229 3.463 -2.388  0.118
H: -0.675 3.544 -4.716  0.097
H: 0.168 7.322 -2.854  0.077
C: 1.495 2.453 4.317  -0.242
C: 3.017 2.517 4.484  -0.216
O: 3.612 2.165 3.247  -0.063
O: 0.974 3.250 3.265  -0.069
H: 1.077 2.789 5.274  0.128
H: 1.219 1.397 4.260  0.117
H: 3.410 2.011 5.364  0.124
H: 3.184 3.592 4.635  0.119
H: 2.979 1.670 2.712  0.048
H: 1.159 4.175 3.470  0.132
C: 1.381 0.727 -3.511  -0.220
C: 0.642 1.823 -4.250  -0.166
O: -0.450 2.329 -3.451  -0.176
O: 2.374 0.186 -4.381  -0.062
H: 0.701 -0.068 -3.213  0.096
H: 1.917 1.162 -2.657  0.119
H: 0.148 1.524 -5.180  0.139
H: 1.299 2.625 -4.612  0.130
H: -0.775 3.116 -3.902  -0.075
H: 3.025 0.897 -4.425  0.088
C: -2.451 -2.210 3.826  -0.042
C: -1.306 -2.480 4.785  -0.497
C: -0.091 -1.607 4.526  -0.061
O: -1.699 -2.363 6.145  -0.035
H: -2.835 -1.189 3.898  0.082
H: -3.291 -2.885 3.978  0.086
H: -2.088 -2.309 2.799  0.064
H: -0.942 -3.496 4.581  0.132
H: 0.735 -1.783 5.219  0.082
H: -0.318 -0.536 4.557  0.058
H: 0.389 -1.760 3.553  0.068
H: -1.572 -3.216 6.565  0.090

Calculated values
LUMO level ... -0.32 eV
Energy relative to the best compared isomer or geometry (same formula, charge and spin) ... 25.5 kcal/mol
Net charge ... 0
Orbital gap ... 0.32630 Ha

=====

Record 3
DFT (ωB97M-V/def2-TZVPD) results for C29H25Cl2MgN2O4PS3SbSe as an isolated structure in a non-equilibrium geometry.

Last column: Mulliken spin population.
Atoms and positions in Å:
Mg: -0.031 -0.394 0.282  -0.007
S: -0.571 4.398 -1.412  0.372
Sb: -1.605 2.486 -0.603  0.308
S: -0.591 1.896 1.458  0.123
S: -0.927 0.584 -1.829  0.158
C: -3.482 -3.165 1.646  0.002
N: -3.389 -1.948 2.413  0.002
C: -3.480 -0.689 1.909  0.000
Se: -4.253 -0.238 0.329  0.013
N: -3.166 0.195 2.891  0.003
C: -2.855 -0.510 4.038  -0.002
C: -2.519 -0.082 5.310  0.000
C: -2.332 -1.057 6.280  0.000
C: -2.463 -2.410 5.979  0.000
C: -2.801 -2.843 4.705  0.000
C: -3.007 -1.870 3.740  0.002
H: -3.527 -2.910 0.590  -0.002
H: -4.378 -3.727 1.924  0.000
H: -2.584 -3.758 1.828  0.000
H: -2.663 1.063 2.642  0.006
H: -2.403 0.970 5.530  0.000
H: -2.058 -0.762 7.285  0.000
H: -2.277 -3.143 6.754  0.000
H: -2.866 -3.896 4.470  0.000
O: 2.149 -2.553 -0.711  0.001
C: 0.958 -2.912 -0.725  0.000
O: -0.089 -2.265 -0.481  0.003
H: 0.795 -3.988 -1.004  0.000
C: 6.915 -1.087 0.192  0.000
C: 5.915 -1.580 1.014  0.000
C: 4.587 -1.268 0.759  0.001
C: 4.243 -0.461 -0.318  0.000
C: 5.255 0.023 -1.145  -0.004
C: 6.580 -0.297 -0.900  0.000
P: 2.498 0.081 -0.565  0.029
C: 2.884 1.842 -0.098  -0.011
C: 3.301 2.890 -0.914  -0.009
C: 3.441 4.167 -0.394  0.013
C: 3.197 4.411 0.949  -0.002
C: 2.834 3.366 1.784  -0.005
C: 2.670 2.097 1.256  0.008
C: 2.448 0.146 -2.393  0.001
C: 1.823 1.199 -3.062  -0.006
C: 1.726 1.192 -4.446  -0.001
C: 2.230 0.130 -5.179  0.003
C: 2.843 -0.925 -4.521  -0.001
C: 2.959 -0.914 -3.140  0.000
H: 7.954 -1.318 0.396  0.000
H: 6.171 -2.206 1.861  0.000
H: 3.799 -1.674 1.378  0.000
H: 5.002 0.647 -1.991  -0.001
H: 7.356 0.080 -1.556  0.000
H: 3.504 2.719 -1.963  0.003
H: 3.721 4.987 -1.045  0.001
H: 3.271 5.419 1.337  0.000
H: 2.648 3.542 2.836  0.000
H: 2.343 1.283 1.895  0.005
H: 1.398 2.024 -2.508  0.019
H: 1.241 2.016 -4.954  0.001
H: 2.129 0.114 -6.258  0.000
H: 3.225 -1.764 -5.090  0.000
H: 3.429 -1.740 -2.624  0.001
Cl: 1.724 -3.140 4.893  0.000
C: 1.694 -1.930 3.609  0.000
Cl: 1.615 -0.308 4.307  0.000
C: 0.498 -2.181 2.600  -0.002
O: 0.138 -3.341 2.465  0.000
O: 0.074 -1.126 2.057  -0.024
H: 2.641 -2.006 3.079  0.000

Calculated values
LUMO level (alpha / beta) ... 4.26 / 3.71 eV
Energy relative to the best compared isomer or geometry (same formula, charge and spin) ... 38.4 kcal/mol
Spin multiplicity ... 2
Net charge ... -2
Orbital gap (alpha / beta) ... 0.22440 / 0.21680 Ha

=====

Record 4
DFT (ωB97M-V/def2-TZVPD) results for a 2-piece molecular cluster, C5H10N2O overall in a non-equilibrium geometry.

Last column: Löwdin charge in e.
Atoms and positions in Å:
C: -1.670 -1.734 0.548  -0.052
C: -1.658 -0.233 0.522  -0.413
N: -0.842 0.397 1.481  0.075
C: -2.282 0.443 -0.432  -0.154
N: -3.221 1.065 -0.929  0.110
H: -0.730 -2.121 0.152  0.067
H: -2.489 -2.132 -0.047  0.079
H: -1.792 -2.093 1.569  0.078
H: 0.078 -0.031 1.498  0.059
H: -0.820 1.403 1.376  0.087
H: -3.327 1.086 -1.942  0.051
C: 3.377 1.040 -0.803  0.004
C: 2.223 0.773 -0.199  -0.254
O: 1.503 -0.397 -0.386  -0.040
H: 3.735 0.451 -1.632  0.053
H: 4.087 1.721 -0.375  0.048
H: 1.959 1.235 0.743  0.102
H: 1.870 -0.873 -1.143  0.102

Calculated values
LUMO level ... 0.66 eV
Energy relative to the best compared isomer or geometry (same formula, charge and spin) ... 76.4 kcal/mol
Net charge ... 0
Orbital gap ... 0.29291 Ha

=====

Record 5
DFT (ωB97M-V/def2-TZVPD) results for a 2-piece molecular cluster, C3H9NO2 overall.

Last column: Löwdin charge in e.
Atoms and positions in Å:
N: 2.795 0.119 0.368  -0.012
C: 1.381 0.429 0.218  -0.293
C: 0.602 -0.790 -0.297  -0.150
C: -0.784 -0.833 0.283  -0.255
O: -1.789 -0.811 -0.376  0.050
H: 3.338 0.898 0.707  0.064
H: 2.930 -0.689 0.961  0.063
H: 1.287 1.228 -0.512  0.113
H: 0.912 0.818 1.132  0.104
H: 0.558 -0.795 -1.384  0.121
H: 1.116 -1.696 0.033  0.116
H: -0.807 -0.830 1.392  0.130
O: -3.804 1.294 -1.077  -0.073
H: -4.541 1.105 -0.477  0.036
H: -3.193 0.553 -0.973  -0.014

Calculated values
LUMO level ... 0.87 eV
Energy relative to the best compared isomer or geometry (same formula, charge and spin) ... 33.0 kcal/mol
Net charge ... 0
Orbital gap ... 0.38865 Ha

=====

Record 6
DFT (ωB97M-V/def2-TZVPD) results for C3H5NO2 as an isolated structure in a non-equilibrium geometry.

Last column: Löwdin charge in e.
Atoms and positions in Å:
O: -0.884 1.749 -0.623  -0.054
C: -0.434 0.433 -0.848  -0.244
C: 0.615 0.107 0.206  -0.051
O: 0.022 -0.996 1.616  -0.187
C: 1.412 -1.060 0.006  -0.225
N: 1.615 -2.126 0.425  0.202
H: -1.704 1.884 -1.114  0.097
H: -1.211 -0.325 -0.722  0.132
H: -0.036 0.332 -1.879  0.138
H: 1.167 1.005 0.523  0.143
H: -0.561 -1.003 2.410  0.049

Calculated values
LUMO level ... -0.25 eV
Energy relative to the best compared isomer or geometry (same formula, charge and spin) ... 116.3 kcal/mol
Net charge ... 0
Orbital gap ... 0.37691 Ha